1.
{
  "formula": "C21H64O11",
  "method": "wB97M-V/def2-TZVPD",
  "species": ["C", "C", "C", "O", "H", "H", "H", "H", "H", "H", "H", "H", "C", "C", "C", "O", "H", "H", "H", "H", "H", "H", "H", "H", "C", "C", "C", "O", "H", "H", "H", "H", "H", "H", "H", "H", "C", "C", "C", "O", "H", "H", "H", "H", "H", "H", "H", "H", "C", "C", "C", "O", "H", "H", "H", "H", "H", "H", "H", "H", "C", "O", "H", "H", "H", "H", "C", "O", "H", "H", "H", "H", "C", "O", "H", "H", "H", "H", "C", "O", "H", "H", "H", "H", "C", "O", "H", "H", "H", "H", "C", "O", "H", "H", "H", "H"],
  "coordinates": [[2.26283, 4.90775, 1.65190], [1.10350, 5.07977, 2.59440], [0.16760, 3.84932, 2.50756], [1.54384, 5.15747, 3.87001], [2.73612, 3.96254, 1.91773], [3.00979, 5.69887, 1.71743], [1.89917, 4.79955, 0.63007], [0.50811, 5.92175, 2.24129], [-0.33053, 3.85063, 1.53804], [-0.59196, 3.93520, 3.28461], [0.69654, 2.90665, 2.64784], [2.27210, 4.53788, 3.95558], [-0.68589, -3.35702, -4.79431], [-1.33224, -3.04930, -3.43418], [-1.92835, -4.33419, -2.83485], [-0.39797, -2.50726, -2.47436], [-0.21571, -2.44383, -5.15918], [-1.47444, -3.57810, -5.51363], [0.00185, -4.20191, -4.82991], [-2.09694, -2.29244, -3.60882], [-1.19018, -5.12491, -2.70082], [-2.73326, -4.69134, -3.47725], [-2.47234, -4.12296, -1.91422], [-0.71932, -2.61573, -1.57626], [0.67479, 0.67446, 6.67811], [0.02156, 1.44812, 5.51187], [-0.82916, 0.50573, 4.65244], [-0.86974, 2.38008, 6.00658], [1.40883, 1.31485, 7.16716], [1.18837, -0.15383, 6.18994], [-0.12567, 0.27781, 7.30263], [0.79781, 1.92812, 4.91595], [-1.52768, -0.12371, 5.20379], [-0.24238, -0.11635, 3.97654], [-1.30496, 1.23352, 3.99514], [-1.57435, 1.90050, 6.44829], [-0.63641, 1.29248, -2.01581], [-0.16422, 1.67459, -0.60204], [-0.76752, 0.65048, 0.43488], [1.24324, 1.58331, -0.54645], [-1.71167, 1.11562, -2.04108], [-0.13502, 0.35294, -2.24816], [-0.33424, 2.04192, -2.74734], [-0.46074, 2.67280, -0.27993], [-1.80860, 0.37467, 0.26702], [-0.82828, 1.07766, 1.43584], [-0.17592, -0.25257, 0.58525], [1.56258, 2.06165, -1.31509], [0.18455, -4.27002, 0.37637], [-1.05942, -3.63018, 0.97905], [-0.64805, -2.92957, 2.29739], [-1.62043, -2.58708, 0.16286], [0.69300, -5.00072, 1.00538], [0.90629, -3.47887, 0.17321], [-0.01367, -4.67058, -0.61780], [-1.82342, -4.37441, 1.20386], [0.05803, -2.11986, 2.11325], [-0.07882, -3.52588, 3.01047], [-1.48245, -2.52312, 2.86895], [-2.21827, -2.09296, 0.72857], [-4.54675, -0.87037, 0.74741], [-3.71033, -1.14706, 1.80872], [-5.49596, -1.30459, 1.06136], [-4.79435, 0.18994, 0.79775], [-4.23046, -1.17679, -0.24967], [-4.12633, -0.76380, 2.58437], [3.70833, 2.23637, -2.26611], [2.70723, 3.10631, -2.65394], [3.73974, 2.08175, -1.18758], [3.61802, 1.27336, -2.76867], [4.60709, 2.76680, -2.58067], [2.86279, 3.32356, -3.57600], [2.92325, -1.91003, -1.52630], [2.32505, -2.03571, -2.81384], [4.00895, -2.00027, -1.56122], [2.77330, -0.90627, -1.12869], [2.59692, -2.71062, -0.86248], [1.37912, -2.16724, -2.71639], [1.34223, 0.53782, -4.75891], [2.11056, 0.29428, -5.93978], [0.59970, -0.21983, -4.50848], [1.93194, 0.65297, -3.84947], [0.83205, 1.49006, -4.90398], [2.87231, -0.16081, -5.57342], [-4.39295, -0.22775, -3.64627], [-4.64824, 1.13363, -3.96505], [-4.91974, -0.98275, -4.22986], [-3.33492, -0.48957, -3.65793], [-4.70751, -0.34843, -2.60965], [-4.24880, 1.34981, -4.81081], [3.09921, 0.39587, 1.69438], [3.63186, 0.53553, 3.01624], [3.31175, -0.60597, 1.32126], [2.02318, 0.54139, 1.78972], [3.43271, 1.17325, 1.00696], [4.38874, -0.05482, 3.00129]],
  "forces_ev_per_a": [[0.109, -0.360, -0.485], [-1.092, -1.834, -2.245], [-0.264, 0.677, -0.375], [0.681, 1.176, 2.479], [0.296, -0.165, -0.094], [-0.150, 0.126, -0.006], [0.172, 0.092, -0.126], [0.065, 0.528, 0.762], [-0.070, -0.249, -0.060], [-0.020, -0.011, 0.036], [0.195, -0.007, -0.070], [0.107, -0.044, 0.196], [-0.203, 0.768, 0.250], [0.390, -1.267, 0.622], [-0.970, 0.629, -0.382], [0.498, 0.043, -1.290], [0.354, -0.123, -0.081], [-0.190, -0.039, 0.090], [0.143, 0.163, 0.398], [-0.237, -0.063, 0.068], [0.041, 0.155, 0.021], [0.166, -0.244, -0.367], [0.421, 0.036, 0.361], [-0.549, 0.091, 0.315], [0.172, 0.281, -1.560], [-0.059, -2.359, 0.787], [1.032, 0.685, -1.216], [-0.418, 1.897, 0.495], [-0.264, -0.204, 0.435], [0.244, -0.223, 0.375], [0.250, 0.105, 0.354], [-0.230, 0.239, -0.035], [-0.057, 0.225, 0.153], [0.165, -0.277, 0.185], [-0.739, -0.398, -0.125], [-0.085, 0.027, 0.101], [0.246, 0.117, 0.654], [-1.145, -1.696, 0.494], [0.315, 0.854, 0.416], [0.230, -0.107, 0.284], [-0.027, 0.226, -0.130], [-0.056, -0.116, -0.130], [-0.131, 0.047, -0.075], [-0.245, 0.151, -0.298], [0.069, -0.031, -0.605], [0.299, 0.397, 0.122], [0.088, -0.030, -0.612], [0.174, 0.284, -0.210], [-0.165, 0.819, -1.078], [0.623, 0.723, 1.916], [0.370, -0.138, 0.458], [0.562, -1.017, -0.706], [-0.461, -0.039, 0.089], [0.109, 0.174, 0.201], [-0.105, -0.419, 0.114], [-0.096, -0.157, -0.155], [-0.190, 0.259, -0.460], [-0.198, -0.667, -0.138], [-0.215, 0.049, -0.255], [-0.163, 0.270, 0.222], [-2.526, 1.040, 0.452], [2.092, -0.664, 0.725], [-0.461, -0.543, -1.049], [0.292, 0.390, -0.834], [0.349, -0.163, 0.425], [0.294, -0.093, 0.134], [1.679, -0.066, -0.306], [-1.928, 0.729, 0.077], [-0.270, 0.174, -0.070], [0.182, -0.206, 0.069], [0.780, -0.753, 0.315], [-0.245, 0.049, -0.026], [0.002, 0.115, -0.428], [1.314, 0.122, 0.073], [0.085, -0.232, -0.614], [-0.496, -0.017, 0.397], [-0.229, 0.216, 0.255], [-0.573, -0.102, 0.221], [-0.481, 0.857, 0.059], [-0.008, -0.230, 1.069], [-0.020, -0.272, -0.397], [0.316, -0.089, -0.144], [-0.194, -0.032, -0.042], [0.293, -0.303, -0.537], [0.185, 0.033, 0.733], [-0.038, -0.402, -0.113], [-0.258, 0.272, -0.357], [0.207, 0.214, -0.173], [-0.113, -0.016, -0.006], [0.030, -0.069, -0.067], [-0.777, 0.239, 0.530], [0.352, -0.224, -0.463], [-0.113, 0.073, -0.291], [-0.035, -0.190, -0.216], [0.319, -0.081, -0.001], [0.206, 0.198, 0.520]],
  "e_homo_ev": -9.66,
  "charge": 0,
  "e_tot_ha": -1665.973880,
  "e_above_lowest_kj_mol": 375.21,
  "smiles": "CC(C)O.CC(C)O.CC(C)O.CC(C)O.CC(C)O.CO.CO.CO.CO.CO.CO",
  "gap_ha": 0.3676
}

---

2.
{
  "formula": "C21H66N6O18",
  "method": "wB97M-V/def2-TZVPD",
  "species": ["N", "C", "N", "O", "H", "H", "H", "H", "N", "C", "N", "O", "H", "H", "H", "H", "N", "C", "N", "O", "H", "H", "H", "H", "O", "C", "C", "O", "H", "H", "H", "H", "H", "H", "O", "C", "C", "O", "H", "H", "H", "H", "H", "H", "O", "C", "C", "O", "H", "H", "H", "H", "H", "H", "O", "C", "C", "O", "H", "H", "H", "H", "H", "H", "O", "C", "C", "O", "H", "H", "H", "H", "H", "H", "O", "C", "C", "O", "H", "H", "H", "H", "H", "H", "C", "C", "O", "H", "H", "H", "H", "H", "H", "C", "C", "O", "H", "H", "H", "H", "H", "H", "C", "C", "O", "H", "H", "H", "H", "H", "H"],
  "coordinates": [[-2.32310, -3.55022, 2.52554], [-2.53137, -3.65543, 1.20399], [-3.79051, -3.16714, 0.74547], [-1.63788, -4.05652, 0.46445], [-1.46854, -3.87058, 2.89547], [-3.12996, -3.79671, 3.09300], [-4.14302, -2.28737, 1.10665], [-3.92587, -3.16248, -0.30597], [-0.80721, 1.32478, -2.63312], [-1.13786, 2.52364, -3.17772], [-1.04619, 2.54621, -4.59055], [-1.56183, 3.45333, -2.47853], [-1.21966, 1.05982, -1.75659], [-0.55433, 0.51649, -3.25952], [-1.07147, 3.49556, -4.94985], [-0.40545, 1.89288, -5.12240], [-4.61134, 1.49415, 2.78334], [-4.09796, 0.29928, 2.45482], [-3.51535, -0.47546, 3.43274], [-4.16287, -0.12912, 1.30028], [-4.44972, 1.95060, 3.69181], [-4.75900, 2.01825, 1.96374], [-2.92849, -1.27421, 3.17379], [-3.29236, 0.02748, 4.30170], [-1.61009, 5.71901, -0.95059], [-2.82192, 5.66541, -0.28808], [-2.95623, 4.31245, 0.46959], [-1.63588, 3.95218, 1.01581], [-1.57662, 5.14158, -1.70282], [-2.75481, 6.45286, 0.43842], [-3.67735, 5.82004, -0.98450], [-3.24593, 3.52703, -0.27978], [-3.68869, 4.40583, 1.30265], [-0.94065, 4.36966, 0.49963], [0.11976, -0.74133, -4.56148], [1.00542, -0.54930, -5.69174], [2.03418, 0.56322, -5.65724], [1.41971, 1.76623, -6.10242], [0.14328, -1.65717, -4.12770], [1.60287, -1.50123, -5.78440], [0.35591, -0.38294, -6.58300], [2.87881, 0.33829, -6.34070], [2.50570, 0.70394, -4.63284], [1.86221, 2.45949, -5.53659], [5.01750, -2.87843, -0.71447], [4.55787, -1.74814, -1.51402], [3.19579, -2.13418, -2.09436], [3.33046, -2.87240, -3.30905], [5.93744, -3.04250, -0.83533], [4.42596, -0.93310, -0.81454], [5.31603, -1.42920, -2.26118], [2.50062, -1.30931, -2.31517], [2.77345, -2.81419, -1.34607], [3.54184, -3.68712, -3.02402], [-2.68229, 3.58351, 3.73042], [-1.60904, 3.65332, 4.65976], [-0.29899, 3.23779, 4.04167], [-0.49555, 1.95090, 3.52175], [-2.41149, 2.93661, 3.01258], [-1.44353, 4.63720, 5.08924], [-1.70342, 2.99012, 5.52783], [0.48859, 3.38524, 4.79382], [-0.10653, 3.97447, 3.29645], [-0.09010, 1.75931, 2.68845], [-1.86745, -0.25336, -0.47029], [-1.01927, -0.69646, 0.63759], [0.32786, -0.03926, 0.56862], [0.17403, 1.29910, 0.82913], [-2.75179, -0.12479, -0.11525], [-1.57732, -0.49406, 1.53680], [-0.82076, -1.79543, 0.54986], [0.89702, -0.13843, -0.35172], [0.96463, -0.34825, 1.41417], [-0.50147, 1.75429, 0.26778], [2.16055, 0.98197, -2.20198], [3.20396, 1.92627, -1.90910], [2.75855, 3.38563, -2.25989], [2.07315, 3.45404, -3.49621], [1.39814, 1.32583, -2.65471], [3.50308, 1.92356, -0.78941], [4.06998, 1.76616, -2.52641], [3.58458, 4.08818, -2.26810], [2.05943, 3.71105, -1.48777], [1.29349, 4.05883, -3.35594], [2.48941, -3.50774, 2.15608], [0.97752, -3.47437, 2.31997], [0.42611, -4.03406, 3.48668], [3.04732, -3.13109, 3.00596], [2.85545, -2.90198, 1.29476], [2.72099, -4.55603, 1.94824], [0.55008, -3.99144, 1.50566], [0.75535, -2.38997, 2.27927], [0.97828, -3.83217, 4.24500], [0.00444, -5.65040, -2.57016], [0.50802, -4.17355, -2.24672], [-0.04188, -3.26612, -3.20743], [-0.67675, -5.98061, -1.82117], [0.84326, -6.34365, -2.69246], [-0.47287, -5.56826, -3.59894], [1.56849, -4.19787, -2.43650], [0.23590, -3.92419, -1.21616], [-0.98889, -3.14944, -2.99669], [1.67922, -0.23619, 4.82340], [0.37992, -0.89239, 5.43399], [-0.71796, -0.72666, 4.57469], [1.58707, -0.31988, 3.76527], [2.64819, -0.76024, 5.11524], [1.86592, 0.84371, 5.06499], [0.13805, -0.61447, 6.44907], [0.59798, -1.99032, 5.64444], [-0.58194, 0.18218, 4.25783]],
  "forces_ev_per_a": [[-2.291, 0.424, 1.326], [-0.261, 0.899, -2.195], [0.616, -0.725, -1.542], [-0.669, -0.099, -0.333], [1.243, -0.488, 0.306], [0.235, 0.364, -0.034], [0.279, -0.005, 0.418], [0.700, -0.284, 1.961], [0.796, -0.936, -1.214], [-0.334, -0.950, -1.138], [0.672, 0.233, 0.845], [0.380, -0.109, -0.833], [-0.148, -0.044, 0.373], [-0.481, 1.112, 0.589], [0.005, -0.364, -0.070], [-0.923, 1.101, 1.099], [0.137, -0.044, 1.583], [0.965, -1.872, 0.269], [-0.237, 1.206, 0.788], [-0.069, 0.051, -0.568], [0.004, -0.249, -1.055], [-0.470, 1.084, -0.592], [-0.322, 0.568, 0.114], [0.130, -0.855, -0.651], [1.207, 1.045, 0.084], [-0.764, -0.989, 0.226], [1.048, -0.112, -0.758], [-1.557, -0.313, 0.361], [-0.236, -0.907, -0.731], [-0.357, 0.537, 0.368], [0.325, -0.065, 0.571], [0.097, 0.509, 0.820], [0.619, -0.237, -0.476], [-0.274, 0.356, -0.515], [0.223, -0.164, 0.577], [0.297, -2.218, -0.042], [0.571, 0.010, 0.979], [0.845, 1.422, 1.387], [0.612, 1.415, -1.036], [-0.710, 0.779, -0.276], [0.557, -0.250, 0.445], [-0.518, -0.262, 0.186], [-0.748, -0.318, -0.991], [-0.904, -0.602, -0.958], [-1.159, 0.374, -0.464], [0.131, -0.183, 0.346], [0.280, 0.002, -0.299], [-1.031, 4.237, -1.212], [0.962, 0.016, -0.252], [-0.108, 0.450, 0.143], [-0.595, -0.398, 0.216], [0.595, -0.094, 0.363], [-0.289, 0.381, 0.127], [1.368, -4.663, 0.995], [0.467, -0.775, -0.222], [0.584, -0.680, 0.353], [-0.452, 0.851, 0.115], [-0.323, -0.630, 1.436], [-0.143, 1.136, 1.155], [-0.535, 0.457, -0.287], [-0.783, -0.185, -0.019], [0.068, -0.755, -0.016], [0.380, 0.266, -1.168], [0.643, 0.265, -1.460], [1.144, -0.158, 0.418], [-0.121, -1.803, -1.664], [-0.078, -0.149, 0.718], [-0.553, 3.496, 0.176], [-0.364, -0.036, 0.296], [0.320, 0.145, 0.599], [-0.562, 0.684, 0.032], [-0.205, -0.637, -0.380], [-0.200, -0.590, -0.392], [0.668, -0.730, 0.533], [1.893, -0.397, 1.166], [-1.228, 1.488, 0.397], [-0.592, -0.563, 1.161], [-1.317, 0.666, -0.312], [-0.493, 0.904, -0.220], [-0.572, -0.255, -1.799], [0.522, -0.751, -0.199], [0.461, -0.101, 0.088], [0.045, 0.028, 0.211], [1.196, -1.044, -0.392], [0.147, -0.807, -0.576], [1.162, 2.405, 0.166], [0.161, -0.610, 0.318], [-0.015, -0.104, 0.418], [-0.595, -0.435, 0.399], [0.676, 0.129, 0.184], [-0.757, -0.321, -0.909], [-0.681, -0.420, -0.048], [0.036, 0.131, 0.069], [0.489, 1.689, -1.634], [-0.650, -2.055, -0.711], [-0.741, 0.508, 0.429], [-0.615, -0.435, 0.370], [-0.150, 0.077, 0.288], [0.301, -0.324, 1.335], [0.169, 0.462, 0.241], [0.204, 0.249, -0.220], [0.595, -0.142, -0.065], [0.764, -0.118, 1.782], [1.852, -1.491, 0.316], [0.243, 0.168, 0.017], [0.016, -0.082, -0.938], [-1.346, 0.427, -0.201], [-0.593, -0.885, -0.089], [0.010, 0.989, 0.360], [-0.393, 0.928, -0.998], [-0.601, 0.146, -0.254]],
  "e_homo_ev": -9.67,
  "charge": 0,
  "e_tot_ha": -2522.561626,
  "smiles": "NC(N)=O.NC(N)=O.NC(N)=O.OCCO.OCCO.OCCO.OCCO.OCCO.OCCO.CCO.CCO.CCO",
  "gap_ha": 0.3737
}